Run 1
This record from the OMol25 dataset describes a cluster of 2 separate species, C3H12N3O in total. The level of theory is the ωB97M-V functional and the def2-TZVPD basis.

Cartesian coordinates (Å):
C -1.69 2.37 -0.54
O -1.11 2.32 0.79
H -1.79 2.29 1.47
H -2.73 2.09 -0.64
H -0.96 1.81 -1.11
H -1.46 3.38 -0.85
C -0.55 -0.60 -1.03
C 1.25 -1.35 0.43
N 1.03 -0.31 1.22
N 0.56 -1.49 -0.70
N 2.11 -2.32 0.80
H 0.73 0.57 0.83
H 1.27 -0.38 2.20
H 0.57 -2.37 -1.18
H 2.06 -3.21 0.33
H 2.90 -2.01 1.34
H -0.05 0.35 -1.28
H -1.06 -0.24 -0.14
H -1.07 -0.89 -1.93

The value obtained for the molecular weight is 106.15 g mol⁻¹. For the HOMO-LUMO gap, the calculation gives 10.64 eV. As for the net charge: +1.

=====

Run 2
This record from the OMol25 dataset describes a cluster of 2 separate species, C3H12N3O in total. The level of theory is the ωB97M-V functional and the def2-TZVPD basis.

Cartesian coordinates (Å):
N -1.49 1.23 2.09
C -0.92 2.00 1.15
N -0.40 1.57 0.06
H -1.75 0.28 1.90
H -1.97 1.69 2.85
H -0.93 3.06 1.39
H 0.06 2.35 -0.40
H -0.26 -0.22 -0.13
C -0.10 -0.87 -2.08
N 0.10 -1.08 -0.62
C 1.53 -1.23 -0.20
O 1.59 -1.47 1.15
H 0.54 -0.04 -2.38
H -1.13 -0.59 -2.26
H 0.15 -1.77 -2.62
H -0.45 -1.87 -0.29
H 1.96 -2.07 -0.74
H 2.03 -0.31 -0.49
H 1.44 -0.65 1.64

The value obtained for the molecular weight is 106.15 g mol⁻¹. For the HOMO-LUMO gap, the calculation gives 11.01 eV. As for the net charge: +1.

=====

Energy ordering: run 2 at the bottom, the next structure 0.248 eV above.

=====

Run 1
This record from the OMol25 dataset describes a cluster of 2 separate species, C3H12N3O in total. The level of theory is the ωB97M-V functional and the def2-TZVPD basis.

Cartesian coordinates (Å):
C -0.57 -1.83 0.84
O -1.22 -2.93 1.42
C 0.11 -2.18 -0.47
H -1.30 -1.02 0.70
H 0.17 -1.47 1.57
H -1.23 -3.68 0.81
H -0.62 -2.28 -1.28
H 0.84 -1.45 -0.85
H 0.63 -3.14 -0.37
N 1.05 3.18 -0.22
C 0.37 2.06 -0.20
N 0.76 1.04 0.63
N -0.72 1.96 -0.96
H 1.84 3.27 0.40
H 1.05 3.76 -1.04
H 1.23 0.24 0.22
H -0.02 0.65 1.15
H -1.12 1.05 -1.15
H -1.23 2.79 -1.21

The value obtained for the molecular weight is 106.15 g mol⁻¹. For the HOMO-LUMO gap, the calculation gives 9.63 eV. As for the net charge: +1.

=====

Run 2
This record from the OMol25 dataset describes a cluster of 2 separate species, C3H12N3O in total. The level of theory is the ωB97M-V functional and the def2-TZVPD basis.

Cartesian coordinates (Å):
C 1.34 -0.03 -0.83
C -0.37 1.54 -0.28
N -0.92 0.66 0.55
N 0.54 1.14 -1.17
N -0.80 2.81 -0.25
H -0.66 -0.32 0.59
H -1.66 0.94 1.17
H 0.49 1.65 -2.03
H -0.35 3.61 -0.65
H -1.30 3.09 0.58
H 2.30 0.04 -1.34
H 0.98 -1.03 -1.03
H 1.41 0.02 0.26
C 0.36 -3.01 1.43
O -0.19 -2.33 0.25
H -0.88 -2.85 -0.16
H 1.05 -2.27 1.82
H -0.43 -3.36 2.09
H 0.92 -3.86 1.01

The value obtained for the molecular weight is 106.15 g mol⁻¹. For the HOMO-LUMO gap, the calculation gives 11.32 eV. As for the net charge: +1.

=====

Energy ordering: run 2 at the bottom, the next structure 0.380 eV above.

=====

Run 1
This record from the OMol25 dataset describes a cluster of 15 separate species, F6H28O14P in total. The level of theory is the ωB97M-V functional and the def2-TZVPD basis.

Cartesian coordinates (Å):
P -0.41 0.26 -0.19
F -0.60 0.06 -1.82
F 0.91 -0.61 -0.27
F 0.63 1.50 -0.44
F 0.03 0.64 1.39
F -1.69 1.26 -0.05
F -1.28 -1.05 0.18
O 1.04 -3.40 -4.71
H 1.93 -3.22 -4.43
H 0.49 -2.88 -4.13
O -4.14 -3.81 -2.36
H -4.84 -4.35 -1.98
H -4.31 -2.93 -2.02
O 0.77 -5.38 0.12
H 1.50 -5.42 0.73
H 0.43 -4.49 0.20
O -5.13 3.89 -0.92
H -4.42 3.26 -0.80
H -5.41 3.76 -1.83
O -1.20 4.60 -2.27
H -0.96 3.70 -2.50
H -0.99 4.68 -1.34
O 1.48 0.74 -6.24
H 1.78 0.17 -5.53
H 0.93 0.17 -6.78
O 4.52 1.89 -0.03
H 4.40 2.57 0.63
H 3.76 1.97 -0.60
O 1.11 -2.87 3.27
H 0.91 -3.13 4.17
H 0.47 -2.18 3.08
O 2.48 3.70 3.15
H 2.33 3.59 4.09
H 2.17 2.89 2.75
O 0.31 1.29 6.38
H -0.55 1.32 5.96
H 0.45 2.18 6.70
O 4.23 -2.13 -3.54
H 4.66 -1.95 -2.70
H 4.80 -1.72 -4.19
O -5.22 -0.80 1.24
H -4.29 -0.55 1.18
H -5.20 -1.72 1.50
O 4.76 -2.37 2.40
H 4.99 -3.18 1.96
H 3.81 -2.42 2.51
O -3.77 4.00 3.06
H -3.10 4.47 2.56
H -4.54 4.00 2.49

The value obtained for the molecular weight is 397.17 g mol⁻¹. For the HOMO-LUMO gap, the calculation gives 11.02 eV. As for the net charge: -1.

=====

Run 2
This record from the OMol25 dataset describes a cluster of 15 separate species, F6H28O14P in total. The level of theory is the ωB97M-V functional and the def2-TZVPD basis.

Cartesian coordinates (Å):
P -0.61 0.37 -0.63
F -1.91 1.39 -0.53
F -0.99 -0.35 -2.08
F 0.22 1.45 -1.52
F 0.76 -0.53 -0.72
F -0.03 0.95 0.78
F -1.35 -0.88 0.13
O -2.71 3.84 -7.16
H -2.44 3.46 -6.32
H -3.59 4.19 -7.00
O 3.96 1.07 4.43
H 3.69 0.33 3.90
H 3.15 1.58 4.56
O -2.15 6.14 2.19
H -3.07 6.23 1.91
H -2.01 5.20 2.28
O -6.74 5.08 -0.50
H -7.64 5.01 -0.80
H -6.21 4.80 -1.25
O 0.02 1.55 7.42
H -0.45 0.84 7.00
H -0.11 1.41 8.36
O -2.70 -6.27 -2.19
H -2.96 -5.39 -1.90
H -3.06 -6.34 -3.08
O 3.57 -5.17 -0.32
H 4.41 -4.96 -0.72
H 2.95 -4.57 -0.74
O 3.08 -3.78 4.57
H 3.92 -3.85 5.02
H 3.26 -4.07 3.67
O -2.56 -1.79 5.31
H -2.24 -1.69 4.41
H -2.62 -2.74 5.43
O 4.17 4.39 0.13
H 3.26 4.07 0.15
H 4.70 3.60 0.14
O 1.89 -3.99 -5.01
H 2.20 -3.20 -5.46
H 1.13 -3.69 -4.51
O 1.94 0.20 -6.55
H 1.22 0.66 -6.12
H 2.73 0.55 -6.14
O 7.01 0.19 -0.63
H 7.00 -0.72 -0.33
H 7.92 0.48 -0.50
O -6.92 -1.86 0.55
H -6.57 -2.15 -0.29
H -6.51 -1.02 0.70

The value obtained for the molecular weight is 397.17 g mol⁻¹. For the HOMO-LUMO gap, the calculation gives 10.78 eV. As for the net charge: -1.

=====

Energy ordering: run 1 at the bottom, the next structure 0.494 eV above.

=====

Run 1
This record from the OMol25 dataset describes an isolated molecule of C12H10O2. The level of theory is the ωB97M-V functional and the def2-TZVPD basis.

Cartesian coordinates (Å):
O -1.08 2.16 0.92
C -1.65 1.14 0.23
C -2.97 0.64 0.75
C -3.58 -0.39 0.09
C -2.71 -1.41 -0.56
C -1.40 -1.18 -0.79
C -0.83 0.07 -0.52
C 0.66 0.24 -0.35
C 1.43 1.17 -0.93
C 2.80 1.12 -0.70
C 3.44 0.18 0.14
C 2.63 -0.77 0.85
C 1.26 -0.74 0.51
O -1.48 1.23 -1.11
H -0.51 2.64 0.24
H -3.49 1.24 1.50
H -4.54 -0.74 0.29
H -3.27 -2.37 -0.87
H -0.62 -1.82 -1.12
H 0.86 1.81 -1.53
H 3.22 1.90 -1.33
H 4.56 0.33 0.30
H 3.15 -1.52 1.45
H 0.56 -1.53 1.02

Its SMILES is O[C@]12C=CC=C[C@@]1(c1ccccc1)O2. The value obtained for the molecular weight is 186.21 g mol⁻¹. For the HOMO-LUMO gap, the calculation gives 9.33 eV. As for the net charge: 0.

=====

Run 2
This record from the OMol25 dataset describes an isolated molecule of C12H10O2. The level of theory is the ωB97M-V functional and the def2-TZVPD basis.

Cartesian coordinates (Å):
C 3.62 0.52 0.30
C 2.60 1.45 -0.51
C 1.14 0.94 -0.19
C 0.65 1.25 1.16
C -0.68 0.79 1.57
C -1.46 0.04 0.61
C -0.98 -0.26 -0.76
C 0.34 0.21 -1.15
C -1.92 -1.10 -1.70
O -2.01 -0.88 -2.88
C -2.75 -2.20 -0.95
C -3.18 -1.92 0.30
C -2.87 -0.54 0.96
O -3.67 0.05 1.66
H 3.18 -0.51 0.26
H 3.61 0.85 1.38
H 4.65 0.57 -0.12
H 2.73 2.51 -0.18
H 2.78 1.31 -1.60
H 1.30 1.81 1.88
H -1.06 1.01 2.60
H 0.70 -0.05 -2.17
H -2.97 -3.19 -1.40
H -3.75 -2.67 0.90

Its SMILES is CCc1ccc2c(c1)C(=O)C=CC2=O. The value obtained for the molecular weight is 186.21 g mol⁻¹. For the HOMO-LUMO gap, the calculation gives 8.58 eV. As for the net charge: 0.

=====

Energy ordering: run 2 at the bottom, the next structure 1.155 eV above.